The following is a quantum chemistry calculation of a 4-piece molecular cluster, C21H35NO7 overall, from the Open Molecules 2025 dataset.

Structure (XYZ):
```
64
Properties=species:S:1:pos:R:3
C 1.111 -4.421 2.196
C 2.040 -4.246 1.126
O 3.118 -3.565 0.335
C 2.507 -2.964 -0.894
O 2.410 -3.792 -1.954
N 2.107 -1.506 -0.882
C 2.962 -0.898 0.251
C 4.196 -0.096 0.039
C 0.685 -1.284 -0.418
C -0.452 -2.182 -1.180
O -1.262 -2.842 -0.121
C -2.321 -1.914 0.310
C -2.156 -0.652 1.342
O -3.568 -2.161 -0.177
H 0.360 -4.858 2.984
H 2.619 -1.079 1.380
H 4.084 1.081 0.065
H 5.215 -0.659 -0.076
H 0.432 -0.144 -0.668
H 0.546 -1.367 0.761
H -0.051 -2.913 -2.000
H -1.207 -1.440 -1.730
H -3.132 0.033 1.348
H -2.008 -1.019 2.460
H -1.253 0.060 1.108
C -6.625 2.759 2.591
C -5.540 3.793 2.440
C -4.378 3.141 3.158
O -4.536 1.724 3.003
C -5.848 1.466 2.483
H -7.419 2.843 1.845
H -7.079 2.840 3.587
H -5.297 3.924 1.379
H -5.802 4.770 2.854
H -4.398 3.364 4.230
H -3.409 3.450 2.755
H -5.737 1.156 1.437
H -6.312 0.648 3.041
C 0.281 -3.449 -5.685
C -1.066 -4.064 -5.961
C -2.008 -3.057 -5.339
O -1.375 -1.774 -5.446
C -0.009 -1.971 -5.836
H 1.070 -3.799 -6.356
H 0.585 -3.667 -4.654
H -1.235 -4.116 -7.043
H -1.183 -5.069 -5.548
H -2.166 -3.264 -4.276
H -2.981 -3.029 -5.838
H 0.090 -1.652 -6.879
H 0.645 -1.350 -5.217
C 4.524 4.218 3.445
C 5.925 3.807 3.072
C 5.682 2.874 1.905
O 4.489 3.329 1.251
C 3.847 4.295 2.094
H 4.475 5.157 4.000
H 4.057 3.434 4.053
H 6.492 4.683 2.737
H 6.477 3.334 3.888
H 5.506 1.848 2.246
H 6.512 2.867 1.193
H 3.985 5.281 1.637
H 2.776 4.082 2.149
```

Properties
HOMO (eV): -7.92
2S+1: 1
Net charge: 0
SMILES: C#COC(=O)N(C=C)CCOC(C)=O.C1CCOC1.C1CCOC1.C1CCOC1
Relative energy (zero: lowest compared OMol25 entry of this formula, charge and spin) (eV): 11.941
Strongest force on any atom (Eh/bohr): 0.1891
HOMO-LUMO gap (eV): 6.6
Calculated total energy (eV): -38150.337

The following is a quantum chemistry calculation of a 2-piece molecular cluster, C2H2FIO overall, from the Open Molecules 2025 dataset.

Structure (XYZ):
```
7
Properties=species:S:1:pos:R:3
C -1.899 -1.087 -1.893
C -1.434 -1.543 -2.855
O -1.678 1.002 0.620
F -0.863 -2.162 -3.848
I -0.137 0.517 1.472
H -2.612 -0.614 -1.301
H 0.580 1.918 1.303
```

Properties
HOMO (eV): -9.11
2S+1: 1
Net charge: 0
Relative energy (zero: lowest compared OMol25 entry of this formula, charge and spin) (eV): 5.803
Strongest force on any atom (Eh/bohr): 0.1002
HOMO-LUMO gap (eV): 8.8
Calculated total energy (eV): -14965.184